DFT (ωB97M-V/def2-TZVPD) results for a cluster of 2 separate species, CH3N4O in total in a non-equilibrium geometry.

Calculated values
**Energy above the lowest of the compared OMol25 structures with the same formula, charge and spin**: 187.0 kJ/mol
**Calculated total energy**: -9082.1187 eV
**Kohn-Sham gap**: 0.310 Eh
**LUMO**: -5.99 eV
**Charge**: +1

CARTESIAN COORDINATES (ANGSTROEM)
C -2.65780 -0.26655 -0.04807
N -1.89365 0.64880 0.23443
N -0.74457 1.00840 0.36344
N 0.33184 1.22696 0.58971
N 1.90811 -0.20144 -0.27350
O -3.31980 -1.16866 -0.27608
H 1.63728 -0.58497 0.63095
H 2.77726 0.32623 -0.24328
H 1.96134 -0.98876 -0.97761